{
  "formula": "C26H42CaCl3N4O4Si",
  "method": "wB97M-V/def2-TZVPD",
  "relative_energy_kj_mol": 0.00,
  "e_tot_ev": -105689.3821,
  "e_lumo_ha": 0.081,
  "charge": -1,
  "gap_ev": 7.8,
  "fmax_ev_per_a": 1.5,
  "elements": ["C", "C", "H", "H", "H", "C", "C", "H", "H", "H", "H", "Ca", "Cl", "Cl", "C", "O", "N", "C", "C", "H", "H", "H", "H", "H", "H", "H", "H", "H", "C", "C", "N", "H", "C", "O", "H", "H", "H", "H", "O", "C", "C", "C", "H", "C", "H", "C", "H", "C", "C", "H", "H", "H", "Si", "Cl", "C", "C", "C", "H", "H", "H", "H", "H", "H", "H", "H", "H", "N", "C", "O", "C", "C", "C", "N", "C", "C", "H", "H", "H", "H", "H", "H"],
  "coordinates": [[2.942, -2.165, -3.716], [2.173, -1.566, -4.855], [3.038, -3.249, -3.841], [2.443, -1.970, -2.756], [3.960, -1.745, -3.659], [1.984, -2.163, -6.036], [2.621, -3.449, -6.439], [1.337, -1.700, -6.785], [2.623, -4.191, -5.630], [3.663, -3.311, -6.765], [2.072, -3.872, -7.288], [0.699, -0.311, 3.707], [2.210, 1.742, 4.543], [1.764, -1.051, 1.420], [0.170, 2.214, 2.051], [-0.587, 1.355, 2.549], [-0.234, 3.142, 1.174], [-1.642, 3.230, 0.811], [0.677, 4.119, 0.602], [1.239, 2.254, 2.324], [-2.242, 2.633, 1.511], [-1.806, 2.880, -0.221], [-1.943, 4.283, 0.850], [1.664, 3.948, 1.042], [0.318, 5.132, 0.830], [0.725, 4.017, -0.495], [0.642, -4.808, 2.361], [-0.241, -3.050, 0.596], [-0.322, -4.753, 2.884], [-1.203, -3.338, 1.049], [-1.046, -3.560, 2.479], [-0.143, -4.686, 3.958], [-1.244, -2.563, 3.353], [-1.430, -1.361, 3.072], [-1.942, -2.546, 0.878], [-1.188, -2.885, 4.405], [-0.902, -5.649, 2.636], [-1.537, -4.277, 0.592], [0.288, -0.428, -3.924], [1.540, -0.208, -4.567], [0.222, 0.687, -6.580], [1.391, 0.667, -5.812], [-0.638, 0.090, -6.261], [0.185, 1.462, -7.744], [2.228, 0.304, -3.876], [2.503, 1.428, -6.196], [-0.733, 1.482, -8.333], [1.307, 2.185, -8.151], [2.473, 2.163, -7.377], [3.385, 1.388, -5.554], [1.278, 2.770, -9.069], [3.358, 2.711, -7.688], [-0.550, 0.408, -2.753], [1.195, -2.596, 5.079], [-2.359, 0.066, -3.062], [-0.180, 2.232, -2.968], [-0.015, -0.254, -1.106], [-2.606, 0.187, -4.125], [-2.991, 0.755, -2.483], [-2.619, -0.960, -2.770], [-0.185, -1.338, -1.041], [-0.541, 0.205, -0.256], [1.057, -0.099, -0.928], [-0.330, 2.533, -4.014], [0.859, 2.467, -2.699], [-0.842, 2.850, -2.345], [-2.869, 0.248, 10.574], [-2.493, 1.294, 9.777], [-2.582, 2.459, 10.151], [-1.984, 0.930, 8.410], [-1.955, -0.375, 7.903], [-1.369, -0.622, 6.653], [-0.837, 0.347, 5.893], [-0.916, 1.615, 6.337], [-1.482, 1.947, 7.577], [-3.144, 0.469, 11.516], [-2.694, -0.714, 10.352], [-2.373, -1.222, 8.448], [-1.296, -1.635, 6.246], [-0.487, 2.383, 5.684], [-1.509, 2.992, 7.887]]
}